{"formula": "C23H54N7O12S", "method": "ωB97M-V/def2-TZVPD", "species": ["C", "S", "O", "O", "N", "C", "C", "O", "C", "O", "C", "O", "O", "H", "H", "H", "H", "H", "H", "H", "H", "H", "H", "H", "H", "C", "C", "O", "N", "C", "H", "H", "H", "H", "H", "H", "H", "C", "C", "O", "N", "C", "H", "H", "H", "H", "H", "H", "H", "C", "C", "O", "N", "C", "H", "H", "H", "H", "H", "H", "H", "C", "C", "O", "N", "C", "H", "H", "H", "H", "H", "H", "H", "C", "C", "O", "N", "C", "H", "H", "H", "H", "H", "H", "H", "C", "C", "O", "N", "C", "H", "H", "H", "H", "H", "H", "H"], "coordinates": [[6.8072, -2.1011, 1.9552], [5.1201, -2.6041, 2.0844], [4.5896, -2.2317, 3.3493], [4.9373, -3.9272, 1.5890], [4.3476, -1.5656, 0.8362], [3.0050, -2.0929, 0.3809], [2.0900, -2.5718, 1.5184], [0.7507, -2.3438, 1.0873], [0.2685, -1.1051, 1.4014], [-0.0259, -0.3195, 0.5606], [4.3230, -0.0773, 1.2393], [3.1164, 0.2331, 1.8009], [3.3283, 0.4882, 3.2043], [7.3997, -3.0098, 1.8767], [7.0406, -1.5941, 2.8902], [6.9802, -1.4051, 1.1372], [4.9843, -1.6328, 0.0383], [2.5014, -1.2711, -0.1253], [3.1783, -2.8848, -0.3442], [2.2852, -1.9894, 2.4215], [2.2020, -3.6315, 1.7284], [0.1377, -0.8890, 2.4676], [4.4506, 0.4961, 0.3214], [5.1520, 0.1252, 1.9122], [2.4653, 0.1875, 3.5623], [8.2952, 2.3121, -0.2020], [7.9106, 1.7662, 1.1503], [6.7439, 1.4632, 1.4212], [8.8836, 1.6198, 2.0687], [10.3015, 1.9243, 1.9360], [7.4070, 2.3770, -0.8233], [8.7259, 3.3082, -0.1044], [9.0151, 1.6495, -0.6830], [8.5589, 1.2644, 2.9550], [10.8961, 1.0270, 2.1049], [10.5920, 2.6753, 2.6696], [10.5183, 2.3041, 0.9445], [-3.4642, -2.4531, -3.7318], [-2.2020, -1.8003, -4.2370], [-2.0696, -1.4225, -5.3891], [-1.1835, -1.6358, -3.3424], [-1.1511, -2.0147, -1.9420], [-4.1769, -2.5154, -4.5422], [-3.2557, -3.4612, -3.3698], [-3.9098, -1.8726, -2.9275], [-0.3709, -1.1924, -3.7389], [-0.9751, -1.1393, -1.3195], [-0.3396, -2.7286, -1.7705], [-2.0883, -2.4775, -1.6524], [-8.2377, -0.8570, -2.4644], [-7.2643, -1.3677, -3.4986], [-6.3728, -2.1590, -3.2269], [-7.4090, -0.9128, -4.7722], [-8.3927, 0.0200, -5.2829], [-7.9971, -1.3046, -1.5064], [-8.1698, 0.2272, -2.3707], [-9.2615, -1.1248, -2.7199], [-6.7324, -1.2886, -5.4178], [-8.9944, -0.4479, -6.0640], [-7.9028, 0.8981, -5.7070], [-9.0515, 0.3442, -4.4846], [5.6435, 6.9044, -1.3678], [5.1017, 5.5851, -1.8669], [4.9743, 5.3400, -3.0520], [4.7565, 4.6565, -0.9291], [4.8444, 4.7474, 0.5173], [5.8693, 7.5249, -2.2286], [4.9085, 7.4162, -0.7459], [6.5558, 6.7573, -0.7883], [4.3953, 3.8063, -1.3302], [5.4871, 3.9483, 0.8948], [3.8510, 4.6195, 0.9506], [5.2454, 5.7045, 0.8312], [-0.4258, -2.3766, 5.0098], [1.0441, -2.0983, 4.8278], [1.4584, -0.9669, 4.5651], [1.9071, -3.1226, 4.9617], [1.6114, -4.5120, 5.2731], [-0.9728, -1.4491, 4.8720], [-0.7754, -3.1074, 4.2792], [-0.6257, -2.7559, 6.0115], [2.8736, -2.8611, 4.8296], [2.1096, -4.8032, 6.1974], [1.9649, -5.1608, 4.4712], [0.5441, -4.6582, 5.3933], [-12.7477, 1.2502, -0.0332], [-11.8078, 0.7645, -1.1122], [-10.9027, -0.0181, -0.8747], [-12.0111, 1.2357, -2.3721], [-13.0279, 2.1621, -2.8340], [-12.4561, 0.7865, 0.9034], [-12.6894, 2.3337, 0.0746], [-13.7771, 0.9718, -0.2604], [-11.3569, 0.8744, -3.0473], [-13.6519, 1.6936, -3.5965], [-12.5658, 3.0508, -3.2666], [-13.6626, 2.4697, -2.0107]], "forces_ev_per_angstrom": [[0.2, 0.3, 0.4], [0.2, -0.9, 0.5], [-0.1, 0.3, -0.2], [0.0, 0.2, -0.3], [0.1, 0.1, 0.0], [-0.3, -0.2, -0.1], [-0.2, 0.5, 0.2], [0.3, -0.4, 0.0], [-0.3, 0.6, -0.1], [0.0, 0.0, -0.1], [-0.4, 0.4, 0.3], [0.0, 0.2, 0.0], [-0.1, 0.0, -0.3], [0.0, 0.0, -0.2], [0.0, 0.0, 0.0], [0.0, -0.1, -0.1], [-0.1, 0.0, -0.1], [0.1, 0.1, 0.0], [0.1, 0.0, 0.1], [0.0, -0.2, 0.1], [0.0, 0.0, -0.1], [0.2, -0.3, 0.2], [0.0, -0.2, -0.1], [0.0, 0.0, 0.0], [0.2, -0.3, 0.3], [-0.2, -0.1, 0.1], [-0.1, 0.1, 0.0], [0.2, -0.2, -0.1], [0.0, -0.1, -0.1], [-0.1, 0.0, 0.2], [0.0, 0.0, 0.0], [0.1, 0.0, -0.1], [0.1, 0.1, 0.0], [0.0, 0.1, 0.0], [0.0, 0.0, 0.0], [0.0, 0.0, 0.0], [0.0, 0.0, 0.0], [0.3, 0.0, -0.1], [0.0, 0.0, -0.1], [0.0, 0.0, 0.0], [-0.1, -0.1, 0.1], [0.2, 0.2, -0.4], [0.0, 0.0, 0.0], [-0.1, 0.0, 0.1], [-0.1, -0.1, 0.1], [0.0, 0.0, 0.0], [-0.1, -0.1, 0.0], [-0.1, -0.1, 0.1], [0.0, 0.0, 0.0], [0.1, -0.1, -0.1], [0.0, 0.0, 0.0], [-0.2, 0.0, 0.0], [-0.1, 0.0, 0.0], [0.2, -0.1, -0.1], [0.0, 0.0, 0.0], [-0.1, 0.0, 0.0], [0.0, 0.1, 0.0], [0.0, 0.0, 0.0], [-0.1, 0.0, 0.0], [-0.1, 0.0, 0.0], [0.0, 0.0, 0.0], [0.0, 0.0, -0.1], [0.0, 0.0, 0.0], [0.0, 0.0, 0.0], [0.2, 0.1, 0.1], [-0.2, -0.4, -0.2], [0.0, 0.0, 0.0], [0.0, 0.0, 0.1], [0.0, 0.0, 0.1], [-0.1, 0.0, 0.0], [0.0, 0.1, 0.1], [0.0, 0.1, 0.1], [0.0, 0.0, -0.1], [0.0, 0.1, -0.1], [0.0, -0.1, 0.2], [-0.1, 0.1, -0.3], [-0.1, 0.0, -0.1], [0.2, 0.1, 0.0], [0.0, 0.0, 0.0], [0.0, -0.1, 0.0], [0.0, -0.1, 0.0], [0.0, 0.0, 0.0], [0.0, 0.0, 0.0], [0.0, 0.0, 0.0], [0.0, 0.0, 0.0], [0.0, 0.0, 0.0], [0.0, 0.0, 0.1], [0.0, 0.0, 0.0], [0.0, 0.0, 0.0], [0.2, -0.1, -0.1], [0.0, 0.0, 0.0], [-0.1, 0.0, 0.0], [0.0, 0.1, 0.0], [0.0, 0.0, 0.0], [-0.1, 0.0, 0.0], [-0.1, 0.0, 0.0], [0.0, 0.0, 0.0]], "lowdin_charge": [-0.085, 0.691, -0.226, -0.229, -0.096, -0.059, -0.165, -0.026, -0.309, 0.126, -0.160, -0.097, 0.025, 0.091, 0.088, 0.075, 0.166, 0.145, 0.145, 0.086, 0.135, 0.140, 0.156, 0.104, 0.069, 0.005, -0.530, -0.018, 0.021, -0.053, 0.081, 0.095, 0.091, 0.143, 0.088, 0.092, 0.076, -0.021, -0.547, 0.029, 0.002, -0.080, 0.069, 0.089, 0.075, 0.132, 0.056, 0.076, 0.077, -0.019, -0.533, 0.019, 0.011, -0.076, 0.085, 0.087, 0.073, 0.140, 0.084, 0.084, 0.058, -0.009, -0.556, 0.039, 0.001, -0.072, 0.084, 0.086, 0.080, 0.130, 0.062, 0.085, 0.075, 0.008, -0.527, -0.002, 0.032, -0.046, 0.090, 0.093, 0.095, 0.118, 0.092, 0.086, 0.078, -0.010, -0.545, 0.032, 0.007, -0.075, 0.082, 0.084, 0.085, 0.127, 0.084, 0.083, 0.071], "multiplicity": 1, "homo_energy_ev": -10.34, "homo_lumo_gap_ev": 7.35, "total_energy_ha": -2592.8257, "charge": 1}